(1)
The following is a DFT calculation (the ωB97M-V functional and the def2-TZVPD basis) of the molecule C36H38F17N3O6.

```
100
Properties=species:S:1:pos:R:3:lowdin_charge:R:1
C -6.398 -2.235 1.557 -0.0577
H -6.145 -3.285 1.428 0.0779
C -5.431 -1.358 0.772 -0.1603
N -4.066 -1.550 1.222 0.0533
C -3.180 -2.384 0.582 -0.3602
O -3.424 -3.026 -0.403 0.1232
C -1.863 -2.343 1.346 -0.0615
C -2.047 -1.216 2.358 -0.0466
C -3.530 -0.871 2.286 -0.3887
O -4.135 -0.126 3.011 0.1396
H -1.776 -1.472 3.382 0.1654
C -1.184 -0.028 1.857 -0.2651
N -0.542 -0.528 0.644 0.1083
C -0.012 0.351 -0.217 -0.3944
O 0.068 1.542 0.066 0.0465
C 0.515 -0.177 -1.539 -0.0924
N -0.509 -0.894 -2.281 -0.0180
H -0.106 -1.239 -3.146 0.1104
C -1.714 -0.125 -2.583 -0.3321
C -1.502 1.054 -3.546 -0.1408
C -1.150 0.582 -4.954 -0.1984
C -2.242 -0.337 -5.494 -0.2064
C -2.445 -1.532 -4.567 -0.1970
C -2.778 -1.070 -3.150 -0.1441
H -2.883 -1.935 -2.493 0.0931
H -3.732 -0.540 -3.163 0.1214
H -1.543 -2.146 -4.556 0.1067
H -3.258 -2.157 -4.942 0.1098
H -1.978 -0.682 -6.497 0.1068
H -3.177 0.224 -5.569 0.1134
H -0.195 0.050 -4.944 0.1074
H -1.032 1.446 -5.610 0.1094
H -0.724 1.715 -3.160 0.1044
H -2.429 1.629 -3.582 0.1218
H -2.076 0.272 -1.628 0.1230
H 1.337 -0.868 -1.329 0.1156
H 0.922 0.691 -2.077 0.1178
C -0.700 -1.960 0.421 -0.1547
C 0.584 -2.709 0.694 -0.1602
C 1.269 -3.304 -0.363 -0.0290
C 2.478 -3.931 -0.160 0.0007
C 3.048 -3.976 1.114 -0.2867
C 2.350 -3.423 2.182 -0.0050
C 1.130 -2.806 1.964 -0.0186
H 0.600 -2.403 2.813 0.1038
H 2.743 -3.464 3.185 0.1070
O 4.263 -4.576 1.202 -0.0881
C 4.907 -4.620 2.453 -0.0833
H 4.339 -5.214 3.176 0.0965
H 5.072 -3.616 2.856 0.0926
H 5.868 -5.097 2.270 0.0960
H 3.016 -4.386 -0.976 0.1234
H 0.840 -3.277 -1.353 0.1167
H -0.977 -2.118 -0.628 0.1320
C -0.180 0.447 2.903 0.0310
H 0.379 1.290 2.512 0.0748
H 0.520 -0.347 3.144 0.0780
H -0.707 0.760 3.800 0.1021
C -2.112 1.125 1.417 -0.4521
O -2.806 1.047 0.433 0.1293
O -2.098 2.133 2.263 0.0285
C -2.883 3.288 1.965 -0.1289
H -3.594 3.409 2.786 0.1371
C -1.958 4.498 1.865 -0.1208
H -2.554 5.407 1.782 0.1271
H -1.367 4.549 2.780 0.1228
C -1.028 4.344 0.660 -0.0661
C 0.165 5.289 0.705 -0.4302
F 0.629 5.498 1.961 0.1189
F -0.169 6.522 0.250 0.1204
C 1.352 4.766 -0.170 -0.3431
F 2.117 5.787 -0.605 0.1539
F 0.862 4.179 -1.275 0.1479
C 2.292 3.809 0.638 -0.3331
F 3.150 4.578 1.336 0.1583
F 1.611 3.101 1.548 0.1501
C 3.168 2.854 -0.239 -0.3359
F 2.518 2.376 -1.305 0.1548
F 4.212 3.562 -0.706 0.1712
C 3.700 1.633 0.581 -0.3370
F 2.697 0.771 0.804 0.1627
F 4.158 2.023 1.779 0.1762
C 4.863 0.894 -0.165 -0.3436
F 6.023 1.496 0.137 0.1721
F 4.710 0.973 -1.495 0.1671
C 4.930 -0.621 0.209 -0.3393
F 3.963 -1.266 -0.462 0.1646
F 4.709 -0.809 1.520 0.1671
C 6.311 -1.257 -0.148 -0.5627
F 6.237 -2.577 -0.090 0.1945
F 6.699 -0.915 -1.370 0.1960
F 7.239 -0.858 0.714 0.1883
H -1.562 4.547 -0.270 0.1470
H -0.659 3.318 0.615 0.0903
H -3.425 3.118 1.029 0.1305
H -1.692 -3.320 1.804 0.1707
H -5.452 -1.610 -0.290 0.1250
H -5.673 -0.302 0.908 0.1294
H -7.411 -2.074 1.201 0.0753
H -6.355 -1.986 2.615 0.0748
```

Values from the calculation:
highest occupied orbital energy = -0.32063 Eh
spin multiplicity = 1
HOMO-LUMO gap = 9.27 eV
E = -100904.8962 eV

(2)
The following is a DFT calculation (the ωB97M-V functional and the def2-TZVPD basis) of a structure of composition C34H54AlN2O5S2 at a distorted geometry.

```
98
Properties=species:S:1:pos:R:3:lowdin_charge:R:1
Al 2.398 -0.485 -1.372 -0.3658
C 5.707 0.574 -1.546 -0.0863
N 4.490 0.982 -0.839 -0.2635
C 4.175 2.395 -1.091 -0.0751
C 4.643 0.767 0.587 -0.2025
C 4.082 -0.533 1.056 -0.1277
N 2.617 -0.610 0.743 -0.1189
C 1.912 0.411 1.548 -0.0802
C 0.709 1.105 0.990 -0.1116
C -0.298 1.531 1.837 0.0199
C -1.278 2.441 1.468 -0.1944
C -1.318 2.778 0.146 -0.0017
C -0.387 2.333 -0.779 -0.0381
C 0.620 1.452 -0.353 -0.2433
O 1.539 1.088 -1.228 -0.0919
C -0.495 2.748 -2.298 -0.4762
C -1.605 3.771 -2.560 -0.0920
C -0.643 1.533 -3.207 -0.0416
C 0.755 3.600 -2.756 -0.0406
C -2.239 3.029 2.471 -0.5435
C -2.141 2.418 3.837 -0.0689
C -2.015 4.534 2.559 -0.0456
C -3.681 2.769 1.936 -0.0350
C 2.056 -1.914 1.084 -0.1090
C 0.568 -2.052 0.840 -0.1236
C -0.395 -2.198 1.846 -0.0059
C -1.719 -2.433 1.587 -0.1785
C -2.015 -2.709 0.213 0.0302
C -1.072 -2.654 -0.789 -0.0927
C 0.170 -2.048 -0.489 -0.2419
O 1.005 -1.604 -1.398 -0.0018
C -1.248 -3.165 -2.206 -0.5148
C -0.030 -4.014 -2.669 -0.0328
C -1.475 -1.985 -3.213 -0.0335
C -2.445 -4.127 -2.306 -0.0856
C -2.765 -2.549 2.689 -0.5270
C -2.238 -2.092 4.083 -0.0544
C -4.006 -1.674 2.285 -0.0484
C -3.273 -3.979 2.799 -0.0626
H 6.590 1.068 -1.039 0.0977
H 5.537 0.977 -2.523 0.0678
H 5.928 -0.519 -1.554 0.0898
H 5.005 3.003 -0.776 0.0796
H 3.257 2.694 -0.589 0.0858
H 4.042 2.495 -2.198 0.0965
H 4.205 1.597 1.128 0.1061
H 5.699 0.781 0.862 0.1223
H 4.300 -0.661 2.111 0.1317
H 4.514 -1.389 0.600 0.1111
H 2.656 1.186 1.650 0.1064
H 1.798 0.010 2.538 0.1276
H -0.211 1.119 2.879 0.1232
H -2.012 3.564 -0.166 0.1034
H -2.614 3.441 -2.325 0.0754
H -1.568 4.074 -3.606 0.0816
H -1.450 4.664 -1.930 0.0830
H -1.677 1.151 -3.108 0.0863
H 0.055 0.687 -3.032 0.0494
H -0.374 1.819 -4.240 0.0922
H 0.763 4.421 -2.101 0.0566
H 0.780 3.962 -3.780 0.0811
H 1.667 3.033 -2.543 0.0619
H -1.165 2.653 4.237 0.0795
H -2.295 1.355 3.874 0.0705
H -2.733 2.976 4.541 0.0806
H -1.079 4.805 3.023 0.0843
H -2.839 5.000 3.138 0.0894
H -2.013 5.008 1.623 0.0574
H -4.054 1.771 2.104 0.0618
H -3.838 2.932 0.912 0.0477
H -4.417 3.483 2.431 0.0993
H 2.115 -2.153 2.142 0.1215
H 2.648 -2.667 0.522 0.1468
H -0.065 -2.005 2.886 0.1123
H -3.018 -3.001 0.028 0.0933
H 0.754 -3.348 -3.028 0.0606
H -0.385 -4.610 -3.573 0.0898
H 0.240 -4.725 -1.810 0.1201
H -0.570 -1.410 -3.419 0.0602
H -2.214 -1.248 -2.845 0.0811
H -1.831 -2.347 -4.218 0.0933
H -2.524 -4.801 -1.431 0.0886
H -2.375 -4.661 -3.265 0.0718
H -3.397 -3.612 -2.403 0.0699
H -1.771 -1.104 3.968 0.0681
H -1.461 -2.737 4.500 0.0789
H -3.075 -2.096 4.740 0.0639
H -3.695 -0.645 2.033 0.0748
H -4.792 -1.701 3.091 0.0885
H -4.567 -2.075 1.431 0.0729
H -2.501 -4.675 3.165 0.0957
H -3.542 -4.305 1.852 0.0460
H -4.151 -4.140 3.413 0.0785
O 3.707 -1.827 -1.579 -0.3382
S 3.912 -1.827 -3.129 0.2036
O 5.310 -1.719 -3.451 -0.3755
O 3.279 -2.983 -3.695 -0.3609
S 2.845 -0.172 -3.568 0.6140
```

Values from the calculation:
total charge = -1
highest occupied orbital energy = -0.17782 Eh
spin multiplicity = 1
HOMO-LUMO gap = 7.22 eV
E = -77627.5686 eV

(3)
The following is a DFT calculation (the ωB97M-V functional and the def2-TZVPD basis) of a cluster of 2 separate species, C4H8N2O2S in total at a distorted geometry.

```
17
Properties=species:S:1:pos:R:3:lowdin_charge:R:1
C -0.908 0.774 0.003 -0.5307
C -3.045 -1.476 -0.012 0.0616
C -0.808 -0.600 0.076 -0.0950
C 3.457 0.153 -0.011 -0.7475
N 2.808 1.354 0.099 0.0238
N -1.743 -1.571 0.025 -0.0168
O -2.168 1.345 -0.137 0.0877
O 0.032 1.532 -0.067 0.0313
S 2.602 -1.234 -0.139 0.6058
H -3.587 -2.315 -0.178 0.0384
H -3.526 -0.522 0.134 0.0810
H 0.182 -0.989 -0.064 0.0009
H 4.504 0.311 0.253 0.0588
H 1.835 1.371 -0.119 0.0198
H 3.464 2.110 0.400 0.1213
H -1.889 2.213 -0.305 0.0737
H -1.209 -2.458 0.044 0.1859
```

Values from the calculation:
highest occupied orbital energy = -0.28677 Eh
spin multiplicity = 1
HOMO-LUMO gap = 8.03 eV
E = -22186.1453 eV

(4)
The following is a DFT calculation (the ωB97M-V functional and the def2-TZVPD basis) of a structure of composition C33H42FN4O4S4SiTi.

```
90
Properties=species:S:1:pos:R:3:lowdin_charge:R:1
Ti -0.863 -0.718 -1.248 0.9287
C -2.337 -0.030 1.564 -0.1686
N -2.453 -0.691 0.268 -0.0475
C -3.446 -1.473 0.052 -0.0650
C -3.489 -2.217 -1.165 -0.3359
C -4.466 -3.015 -1.747 -0.0549
C -3.944 -3.423 -2.982 -0.1044
C -2.674 -2.857 -3.073 -0.1808
N -2.386 -2.127 -1.973 -0.0645
C -2.525 1.465 1.509 -0.2062
C -3.335 2.087 2.454 -0.0482
C -3.470 3.469 2.483 -0.0974
C -2.798 4.251 1.555 -0.1010
C -1.989 3.640 0.606 -0.0728
C -1.850 2.261 0.588 -0.0630
H -1.341 -0.247 1.957 0.0363
H -3.071 -0.452 2.257 0.1173
H -4.239 -1.588 0.793 0.1389
H -5.430 -3.259 -1.326 0.0954
H -4.417 -4.051 -3.719 0.0829
H -1.973 -2.944 -3.893 0.0979
H -3.857 1.481 3.186 0.1093
H -4.102 3.932 3.230 0.0967
H -2.901 5.329 1.571 0.0956
H -1.451 4.238 -0.120 0.1011
H -1.178 1.814 -0.136 0.0805
C 2.474 0.754 -0.926 -0.1595
Si 1.457 1.412 -2.332 0.4237
C 2.408 0.968 -3.900 -0.1595
C 1.425 3.272 -2.061 -0.1542
N -0.214 0.821 -2.412 -0.1610
C -1.090 1.469 -3.288 -0.2916
C -0.724 2.265 -4.386 -0.0542
C -1.663 2.897 -5.190 -0.0972
C -3.021 2.769 -4.944 -0.1063
C -3.428 1.994 -3.866 -0.0172
C -2.472 1.385 -3.094 -0.2186
F -2.884 0.633 -2.038 0.0276
H 3.473 1.189 -1.042 0.0543
H 2.581 -0.327 -0.892 0.0136
H 2.063 1.093 0.023 -0.0239
H 3.433 1.338 -3.812 0.0364
H 1.995 1.341 -4.835 0.0133
H 2.478 -0.118 -3.984 0.0061
H 2.446 3.653 -1.980 0.0334
H 0.935 3.460 -1.100 0.0243
H 0.903 3.847 -2.827 0.0207
H 0.321 2.396 -4.615 0.0698
H -1.319 3.498 -6.022 0.0991
H -3.751 3.261 -5.572 0.0949
H -4.470 1.853 -3.613 0.1186
C 0.759 -1.028 5.562 -0.5350
C 0.702 -2.241 4.643 -0.5415
S 0.640 -1.931 2.865 0.8713
C 2.209 -1.098 2.494 -0.4994
C 2.341 0.389 2.856 -0.4693
S 0.905 1.373 2.323 0.8768
C 0.495 2.405 3.754 -0.5249
C 0.424 1.748 5.130 -0.5442
S -0.543 0.217 5.283 0.8406
H 1.721 -0.532 5.458 0.0540
H 0.689 -1.370 6.596 0.0658
H -0.211 -2.810 4.844 0.0639
H 1.543 -2.897 4.883 0.0816
H 2.307 -1.205 1.411 0.0454
H 3.040 -1.668 2.920 0.0512
H 3.237 0.773 2.365 0.0785
H 2.488 0.526 3.925 0.0484
H -0.485 2.808 3.486 0.0536
H 1.180 3.254 3.828 0.0719
H -0.017 2.476 5.815 0.0634
H 1.423 1.542 5.513 0.0610
N 0.377 -2.265 -2.320 0.0447
C 1.526 -2.759 -1.578 -0.3062
C 1.306 -3.352 -0.344 -0.0532
C 2.380 -3.639 0.473 -0.0777
C 3.674 -3.326 0.074 -0.2521
C 3.894 -2.821 -1.196 -0.0481
C 2.815 -2.547 -2.033 -0.0523
S 5.011 -3.503 1.262 0.4178
O 4.445 -2.923 2.476 -0.3752
O 6.107 -2.739 0.686 -0.3649
O 5.240 -4.936 1.339 -0.3564
H 0.686 -1.888 -3.214 0.1015
H -0.247 -3.035 -2.536 0.0797
H 0.294 -3.507 0.016 0.1133
H 2.215 -4.033 1.467 0.1072
H 4.909 -2.593 -1.496 0.1114
H 2.984 -2.107 -3.009 0.0980
O 0.163 -0.758 -0.007 -0.3636
```

Values from the calculation:
total charge = -1
highest occupied orbital energy = -0.20507 Eh
spin multiplicity = 1
HOMO-LUMO gap = 7.68 eV
E = -126111.9748 eV

Among the records above, which one has the lowest HOMO-LUMO gap?
C34H54AlN2O5S2